[1]
Formula: C21H30N4O7S
Source: the OMol25 dataset
Level of theory: ωB97M-V/def2-TZVPD

Summary:
**Gap between HOMO and LUMO**: 9.204 eV
**LUMO energy**: 0.51 eV
**Multiplicity**: 1

Element x y z (Å)
C  -5.9091  -4.2358  -1.0047
C  -5.4434  -3.7033  0.3426
H  -5.2462  -4.5179  1.0429
H  -6.1959  -3.0261  0.7595
O  -4.2025  -3.0077  0.2347
C  -4.2840  -1.7279  -0.1994
O  -5.3238  -1.1472  -0.4063
N  -3.0611  -1.1795  -0.3940
C  -1.8145  -1.7765  0.0246
H  -1.9674  -2.8327  0.2379
C  -1.2818  -1.0362  1.2597
N  -1.1521  0.3741  0.9373
C  0.0713  0.8508  0.6409
O  1.0941  0.2340  0.9091
C  0.1901  2.2203  -0.0285
N  1.3933  2.2201  -0.8378
S  1.4650  0.9399  -1.9264
O  2.0566  1.4469  -3.1260
O  0.1423  0.3790  -2.0186
C  2.6002  -0.2708  -1.2514
C  2.1707  -1.5693  -1.0526
C  3.0224  -2.5310  -0.5309
C  4.3100  -2.1283  -0.2263
C  4.7354  -0.8085  -0.4507
C  3.8922  0.1463  -0.9713
H  4.2124  1.1553  -1.1686
O  6.0396  -0.6904  -0.0734
C  6.4547  -1.9049  0.3885
O  7.5516  -2.1454  0.8008
N  5.3977  -2.7880  0.2946
C  5.4759  -4.1656  0.6941
H  5.2787  -4.8203  -0.1563
H  6.4857  -4.3403  1.0631
H  4.7551  -4.3731  1.4865
H  2.6945  -3.5444  -0.3676
H  1.1536  -1.8117  -1.3114
H  2.2299  2.2384  -0.2716
H  -0.6239  2.3664  -0.7380
C  0.2341  3.3359  1.0174
H  -0.6530  3.2634  1.6511
H  1.1078  3.1659  1.6516
C  0.3152  4.7380  0.4013
C  -0.9925  5.1214  -0.2871
H  -1.2059  4.4585  -1.1212
H  -0.9264  6.1346  -0.6754
H  -1.8222  5.0804  0.4168
C  0.6536  5.7572  1.4876
H  1.6005  5.5159  1.9647
H  -0.1220  5.7703  2.2507
H  0.7309  6.7543  1.0617
H  1.1141  4.7331  -0.3459
C  -2.4164  0.9601  0.5445
H  -2.3189  2.0261  0.3581
C  -2.9442  0.2298  -0.6984
H  -3.9282  0.6016  -0.9852
H  -2.2305  0.3519  -1.5198
H  -3.1201  0.8161  1.3724
H  -0.2968  -1.4101  1.5403
H  -1.9755  -1.1486  2.0982
H  -1.0964  -1.6547  -0.7932
H  -5.1441  -4.8712  -1.4446
H  -6.8200  -4.8127  -0.8734
H  -6.1104  -3.4059  -1.6773


[2]
Formula: C21H30NO2
Source: the OMol25 dataset
Level of theory: ωB97M-V/def2-TZVPD

Summary:
**Gap between HOMO and LUMO**: 7.274 eV
**LUMO energy**: -3.67 eV
**Multiplicity**: 1
**Charge**: +1

Element x y z (Å)
C  -1.7334  -1.6127  7.2010
C  -1.7362  -2.5760  5.8443
C  -0.2219  -2.9069  5.3100
C  0.2117  -2.1411  3.9266
C  -0.9037  -1.7337  2.7593
C  -0.5580  -0.9576  1.3574
C  0.9985  -0.5171  1.0905
C  2.1149  -0.9185  2.2218
C  1.7774  -1.7420  3.6345
C  3.0647  -2.0707  4.5961
O  3.0552  -2.8967  5.6666
C  4.5586  -1.4017  4.2514
C  4.8799  -0.6603  3.0023
C  3.6824  -0.4460  1.9006
O  4.0328  0.1673  0.7445
H  -2.2001  -0.5696  6.9269
H  -2.3263  -2.1775  8.0664
H  -0.6596  -1.4109  7.6214
H  -2.2684  -3.5874  6.1378
H  -2.4325  -2.0385  5.0727
H  -0.0393  -4.0728  5.1856
H  0.5206  -2.5155  6.1581
H  -2.0441  -2.0434  2.9274
H  -1.4344  -0.7333  0.5792
H  1.2361  0.0696  0.1025
H  5.4572  -1.5516  5.0216
H  5.9923  -0.2619  2.8613
C  -3.1246  3.3593  -4.2505
C  -2.1639  3.0379  -5.3807
C  -1.3931  1.7197  -5.2669
N  -0.3401  1.6299  -4.1377
C  0.3635  2.9555  -3.8861
C  -0.9557  1.0906  -2.8308
C  -0.7562  -0.4085  -2.9108
C  0.6384  -0.5323  -3.4743
C  0.7274  0.5576  -4.5271
H  -2.6105  3.4999  -3.2970
H  -3.6548  4.2910  -4.4724
H  -3.8721  2.5689  -4.1341
H  -1.4763  3.8775  -5.5312
H  -2.7572  2.9829  -6.3035
H  -0.8480  1.5884  -6.2094
H  -2.0744  0.8693  -5.1509
H  -0.3437  3.6673  -3.4569
H  0.7647  3.3166  -4.8366
H  1.1763  2.7852  -3.1720
H  -0.3956  1.5174  -1.9898
H  -2.0064  1.3780  -2.7642
H  -1.4892  -0.8628  -3.5866
H  -0.8520  -0.8918  -1.9335
H  0.8276  -1.5225  -3.8998
H  1.3851  -0.3595  -2.6906
H  0.4897  0.1659  -5.5214
H  1.7169  1.0250  -4.5532


[3]
Formula: C21H31AsCoIN6O4S3
Source: the OMol25 dataset
Level of theory: ωB97M-V/def2-TZVPD

Summary:
**Gap between HOMO and LUMO**: 7.804 eV
**LUMO energy**: -6.04 eV
**Multiplicity**: 1
**Charge**: +2

Element x y z (Å)
Co  0.3311  -0.4587  0.6623
N  -1.3846  -0.8547  -0.4353
C  -2.5522  -0.3296  0.2974
C  -3.7603  0.0324  -0.5581
C  -4.3366  -1.0325  -1.4996
C  -5.1583  -2.1351  -0.8310
N  -4.3665  -3.1161  -0.0749
C  -3.8098  -4.2055  -0.5861
N  -3.9192  -4.4875  -1.8866
N  -3.0886  -5.0115  0.2015
C  -2.0830  0.8968  1.0682
O  -2.8523  1.7778  1.3682
O  -0.8054  0.8789  1.3423
H  -1.2957  -0.3757  -1.3259
H  -1.4610  -1.8510  -0.6107
H  -2.8045  -1.0388  1.0817
H  -3.4833  0.8955  -1.1710
H  -4.5389  0.3807  0.1214
H  -3.5495  -1.4886  -2.1141
H  -5.0077  -0.5176  -2.1902
H  -5.7322  -2.6716  -1.5854
H  -5.8747  -1.6967  -0.1400
H  -4.1624  -2.9190  0.8934
H  -4.5412  -3.9624  -2.4745
H  -3.5956  -5.3696  -2.2453
H  -2.9785  -4.7661  1.1710
H  -2.7208  -5.8855  -0.1320
O  -2.7354  -2.4700  2.7735
S  -1.4480  -2.1566  3.3609
O  -1.3970  -1.1613  4.3742
N  -0.3894  -1.8174  2.1108
C  0.3102  -2.8810  1.7933
S  1.1738  -2.7923  0.3601
C  0.2158  -4.0041  2.7419
C  0.9258  -5.1905  2.7597
C  0.6794  -6.0794  3.8017
C  -0.2732  -5.7969  4.7770
C  -0.9894  -4.6023  4.7610
C  -0.6999  -3.7170  3.7455
H  1.6608  -5.4050  1.9927
H  1.2400  -7.0039  3.8551
H  -0.4563  -6.5170  5.5654
H  -1.7299  -4.3710  5.5170
C  1.0062  4.1059  -1.7291
As  1.3160  2.9250  -0.2517
C  3.1972  3.0180  0.1326
C  0.3612  3.6241  1.2655
S  0.8721  0.9732  -1.0645
H  1.4324  5.0819  -1.5092
H  -0.0634  4.1989  -1.8943
H  1.4725  3.6923  -2.6185
H  3.4991  4.0613  0.2095
H  3.7344  2.5331  -0.6773
H  3.4008  2.5026  1.0680
H  1.0639  3.7337  2.0888
H  -0.4504  2.9653  1.5497
H  -0.0299  4.5970  0.9761
I  3.9792  -0.8033  -0.2417
C  3.2169  -0.2512  1.6258
C  4.1414  -0.0875  2.6453
C  3.7096  0.3452  3.8898
C  2.3643  0.6128  4.0821
C  1.4983  0.4125  3.0328
N  1.9082  -0.0099  1.8167
H  5.1830  -0.3034  2.4591
H  4.4258  0.4789  4.6919
H  1.9815  0.9609  5.0319
H  0.4339  0.5881  3.1371


[4]
Formula: C21H31BHgN5O2P
Source: the OMol25 dataset
Level of theory: ωB97M-V/def2-TZVPD

Summary:
**Gap between HOMO and LUMO (spin up / spin down)**: 7.540 / 7.154 eV
**LUMO energy (spin up / spin down)**: -2.04 / -3.44 eV
**Multiplicity**: 2
**Charge**: +1

Element x y z (Å)
Hg  1.1270  1.3847  2.4323
C  1.0427  -4.3111  1.4935
N  1.4666  -3.2865  2.4674
C  2.3717  -4.0339  3.5104
N  3.4574  -4.6465  2.8791
C  3.0055  -5.5911  1.8441
N  2.1467  -4.8928  0.8526
C  2.9235  -3.9941  -0.0491
P  3.7350  -2.5714  0.8876
C  2.1484  -2.1471  1.8020
C  4.4131  -3.6488  2.2758
H  0.4118  -3.8028  0.7529
H  0.4119  -5.0517  2.0661
H  0.4951  -3.0123  2.8488
H  1.6441  -4.7854  3.9028
H  2.6795  -3.3165  4.2654
H  2.3859  -6.3989  2.3034
H  3.8185  -6.1038  1.2971
H  2.2912  -3.7054  -0.8970
H  3.7396  -4.5712  -0.5528
H  1.5104  -1.6100  1.0999
H  2.2760  -1.4001  2.5765
H  4.8831  -3.0682  3.0548
H  5.2694  -4.2311  1.8836
C  -2.3654  6.0438  -3.7894
C  -1.7116  4.9026  -4.6310
C  -0.7356  5.5547  -5.6308
C  -2.7978  4.2634  -5.4901
C  -1.0864  3.9289  -3.6774
C  -0.5246  2.7120  -4.1913
C  0.0597  1.6992  -3.4242
C  0.0150  1.8507  -2.0590
O  0.6186  1.0943  -0.9828
B  0.4110  1.8480  0.1293
O  -0.3436  3.0065  -0.1574
C  -0.5408  2.9980  -1.5129
C  -1.0550  4.0588  -2.2592
H  -2.7864  6.8329  -4.4199
H  -1.6421  6.5227  -3.1673
H  -3.1457  5.6350  -3.1681
H  -1.3174  6.2424  -6.2477
H  -0.2960  4.8241  -6.3236
H  0.0718  6.0592  -5.1464
H  -3.5102  4.9816  -5.9245
H  -3.4182  3.5750  -4.8795
H  -2.5316  3.6966  -6.3840
H  -0.4191  2.5275  -5.2177
H  0.5002  0.8394  -3.8923
H  -1.3310  5.0123  -1.8049
N  -3.4946  0.5009  4.7287
C  -2.7109  -0.4388  4.1565
C  -2.1177  -0.1671  2.8982
C  -1.3637  -1.1363  2.2748
N  -1.1102  -2.3155  2.8017
C  -1.6802  -2.5940  3.9702
C  -2.4748  -1.7669  4.6747
H  -3.5458  1.4321  4.3118
H  -3.8425  0.3254  5.6474
H  -2.1996  0.7906  2.3992
H  -0.9402  -0.9121  1.3199
H  -1.4284  -3.5659  4.4345
H  -2.8635  -2.0661  5.6379


Listing ΔE to the lowest compared entry with this formula, charge and spin for the structures above in their given order: 6.1 314.9 0.0 0.0 kcal per mole.